ORCA calculation (wB97M-V/def2-TZVPD) on a cluster of 10 separate species, C32H54N6O4S4 in total in a non-equilibrium geometry.

Computed properties:
- orbital gap (eV) = 8.32
- energy above the lowest of the compared OMol25 structures with the same formula, charge and spin (kcal/mol) = 40.5
- LUMO level (eV) = 0.52
- E_tot (eV) = -94525.16160

The geometry in ORCA input format:
```
! wB97M-V def2-TZVPD RIJCOSX def2/J DEFGRID3
* xyz 0 1
S 5.514 1.226 -2.956
S 3.918 -4.653 -1.228
S 0.072 0.268 0.411
S -5.666 -2.006 3.229
O -5.899 -3.472 3.140
O 5.955 -0.172 -2.628
O 2.534 -5.023 -0.775
O 0.164 0.855 -0.946
N -2.163 1.251 -6.059
N -2.241 5.914 -2.019
N -2.441 3.135 1.162
N 4.141 3.750 3.232
N -0.894 -4.357 -3.031
N -0.614 -5.170 4.818
C -0.773 4.345 -1.510
C 4.626 -3.963 0.325
C 0.730 -5.399 4.994
C -3.816 1.984 2.464
C 2.622 3.179 1.728
C -0.894 5.253 -0.440
C 3.024 4.520 3.502
C -6.318 -1.530 4.846
C 2.096 4.215 2.508
C -1.047 -2.700 -4.579
C -1.982 -3.741 -4.892
C -1.795 -4.756 -3.972
C -3.890 -1.840 3.499
C -1.143 -1.101 0.087
C 1.548 -0.786 0.543
C -2.333 3.655 2.413
C 6.114 2.181 -1.520
C 3.838 -3.039 -2.055
C -1.702 4.749 -2.423
C -2.782 0.588 -5.038
C -1.772 6.275 -0.777
C -3.250 2.012 1.188
C -0.962 1.733 -5.654
C 3.922 2.963 2.148
C -0.462 -3.127 -3.395
C -0.848 1.478 -4.299
C -0.798 -4.103 3.952
C 3.714 1.353 -2.526
C 1.432 -4.409 4.354
C -1.951 0.738 -3.914
C 0.452 -3.555 3.802
C -3.219 3.010 3.222
H -0.109 3.501 -1.607
H 5.490 -3.368 0.025
H 3.325 -2.269 -1.481
H -1.941 3.392 0.322
H -3.662 0.005 -5.253
H 4.971 3.711 3.797
H -1.904 -0.581 -0.492
H -2.085 7.177 -0.282
H 1.096 4.610 2.424
H 2.485 -4.265 4.180
H -2.319 -5.690 -3.839
H 5.731 3.205 -1.552
H -0.030 1.644 -3.614
H -1.941 4.262 -3.356
H -0.417 2.399 -6.305
H 1.520 -1.478 -0.300
H 4.933 -4.810 0.938
H 1.020 -6.274 5.553
H -0.305 5.351 0.462
H -3.021 6.361 -2.472
H -4.555 1.302 2.854
H -1.619 -1.480 0.992
H -0.668 -1.895 -0.483
H -2.668 -3.827 -5.720
H -3.430 3.129 4.273
H -3.621 -2.326 2.556
H -2.241 0.345 -2.954
H -6.039 -0.515 5.137
H -5.915 -2.180 5.622
H 3.048 5.209 4.328
H -1.758 -3.699 3.687
H 7.196 2.298 -1.493
H 4.655 2.339 1.663
H 0.605 -2.592 3.335
H 1.488 -1.395 1.444
H -0.985 -1.721 -5.023
H -1.642 4.439 2.676
H 3.558 2.061 -1.714
H 5.788 1.718 -0.589
H 2.411 -0.132 0.437
H -2.529 1.354 -6.989
H 0.314 -2.653 -2.810
H 3.330 0.357 -2.309
H -1.393 -5.694 5.176
H -3.673 -0.772 3.470
H 4.875 -2.708 -2.131
H 3.377 -3.222 -3.023
H -3.377 1.399 0.312
H -3.388 -2.392 4.290
H -7.401 -1.588 4.768
H 3.097 1.678 -3.366
H 3.936 -3.360 0.912
H 2.137 2.780 0.850
H -0.512 -4.870 -2.256
*
```